[1]
ORCA calculation (ωB97M-V with the def2-TZVPD basis set) on a 8-piece molecular cluster, C25H55N3O14 overall.

The geometry in ORCA input format:
```
! wB97M-V def2-TZVPD RIJCOSX def2/J DEFGRID3
* xyz 1 2
C -3.3358 1.0610 4.3306
N -2.7058 0.6188 3.0920
O -1.5233 1.0081 2.9296
O -3.4512 0.0232 2.3996
H -4.0060 0.3429 4.8030
H -3.6961 2.0718 4.1394
H -2.6437 1.3435 5.1240
C -1.4548 -6.4662 0.6397
N -0.6788 -5.2138 0.4028
O 0.5279 -5.2953 0.0462
O -1.1919 -4.1614 0.6301
H -2.5131 -6.2299 0.7506
H -1.1481 -6.8933 1.5945
H -1.1591 -7.1117 -0.1873
C -5.2146 4.1583 0.2833
N -4.3014 3.5821 1.2989
O -4.7989 3.4848 2.4294
O -3.2072 3.1540 0.9783
H -5.2890 5.2363 0.4261
H -6.1524 3.6028 0.2801
H -4.8498 3.8656 -0.7013
C 3.7315 -2.5896 2.0331
O 2.8800 -2.0997 3.0503
C 1.6184 -2.7934 3.2305
C 1.8529 -3.8838 4.2541
O 2.6593 -4.9317 3.6740
C 2.9498 -5.9585 4.6777
H 3.9936 -3.6453 1.9624
H 4.7060 -2.1016 2.0500
H 3.1750 -2.3369 1.1306
H 1.2744 -3.3414 2.3532
H 0.8850 -1.9980 3.3631
H 0.9323 -4.4030 4.5208
H 2.2457 -3.4149 5.1563
H 2.0989 -6.2692 5.2839
H 3.7416 -5.5704 5.3184
H 3.4375 -6.7525 4.1122
C 6.0263 6.6087 0.6967
O 4.9220 6.2457 1.5423
C 4.4261 4.9486 1.2615
C 2.9114 4.9888 1.0429
O 2.5958 5.9411 0.0888
C 1.2250 5.9271 -0.3353
H 6.5420 5.7062 0.3686
H 6.7389 7.2649 1.1963
H 5.5563 7.1832 -0.1015
H 4.5487 4.2519 2.0908
H 4.8503 4.5667 0.3329
H 2.3703 5.3239 1.9278
H 2.5048 4.0216 0.7477
H 1.0362 6.7282 -1.0499
H 0.5814 6.1212 0.5227
H 0.9293 4.9725 -0.7706
C -2.0035 0.1948 -0.9844
O -0.9133 -0.0219 -1.8181
C 0.0144 -0.8051 -1.0584
C 0.7118 -0.2386 0.1856
O 1.4628 0.9483 -0.1242
C 0.7625 2.1484 -0.3823
H -2.8714 0.6008 -1.5041
H -1.7754 0.8818 -0.1695
H -2.3567 -0.7224 -0.5130
H 0.7879 -1.1727 -1.7326
H -0.3830 -1.7874 -0.8027
H 1.3196 -1.0675 0.5484
H 0.0233 0.0414 0.9828
H 0.2239 2.0996 -1.3287
H 1.3909 3.0320 -0.4935
H 0.1209 2.5475 0.4033
C -1.5703 -3.4908 -3.0549
O -1.7830 -4.7042 -3.8054
C -0.7730 -5.0130 -4.5964
C -0.7500 -6.3829 -5.2417
O -0.3170 -7.4283 -4.3506
C -1.0837 -7.6100 -3.2165
H -0.9495 -3.6835 -2.1799
H -2.4692 -3.0385 -2.6359
H -1.1516 -2.6687 -3.6354
H 0.1244 -4.8976 -3.9886
H -0.7902 -4.2728 -5.3964
H -0.1296 -6.4486 -6.1355
H -1.7150 -6.6438 -5.6762
H -2.1515 -7.6575 -3.4303
H -0.8948 -6.8164 -2.4936
H -0.7270 -8.5361 -2.7657
C -0.6544 5.1184 -3.6959
C -1.0619 3.9000 -3.1296
C -1.7580 3.9543 -1.9375
C -2.2262 5.1641 -1.3714
C -1.7172 6.3576 -1.8799
C -1.0348 6.2991 -3.0920
H -0.0006 5.1759 -4.5536
H -0.6765 3.0032 -3.5918
H -2.1265 3.0083 -1.5691
H -2.7864 5.2551 -0.4526
H -1.8782 7.2572 -1.3044
H -0.6163 7.2281 -3.4500
*
```

The calculation puts the HOMO energy (spin up / spin down) at -11.254 / -11.252 eV. The calculation puts the total energy at -2202.28515 a.u. Its expectation value of S² is 0.756. The HOMO-LUMO gap (spin up / spin down) comes out at 0.318 / 0.114 Eh.

Here are the Löwdin charges for atoms 1 to 5, given in e: 0.020, -0.440, 0.024, 0.105, 0.111

[2]
ORCA calculation (ωB97M-V with the def2-TZVPD basis set) on a 18-piece molecular cluster, C25H56Cl34O11P3S overall.

The geometry in ORCA input format:
```
! wB97M-V def2-TZVPD RIJCOSX def2/J DEFGRID3
* xyz -1 1
C -0.5591 -0.4367 2.0914
C -0.5790 -2.0035 1.9348
C 0.3325 -2.6739 2.9749
C 1.6961 -1.9649 3.2326
C 2.4977 -1.5036 1.9739
C 3.0038 -0.0313 2.2660
S 4.5210 0.4487 1.3852
O 5.1524 1.4857 2.2082
O 4.3328 0.9718 0.0386
O 5.6005 -0.7912 1.3641
O -1.9288 -2.3228 2.3245
P -3.0189 -2.3788 0.9686
C -4.5862 -2.0048 2.0480
P -5.1649 -0.2936 1.9046
O -5.2706 0.2579 0.5245
O -4.2837 0.6785 2.9170
O -6.6853 -0.3273 2.5712
O -1.7014 -2.5170 -0.2411
C -0.4830 -2.5595 0.4609
P 0.0021 -4.3496 0.2475
O -0.4098 -4.8965 -1.0814
O -0.8318 -5.1613 1.4083
O 1.6100 -4.5743 0.4872
H -1.5646 -0.0363 2.0716
H 0.0689 -0.0092 1.3022
H -0.1541 -0.1470 3.0785
H 0.5241 -3.7338 2.7851
H -0.2197 -2.6341 3.9189
H 2.3321 -2.7131 3.7392
H 1.5893 -1.1495 3.9618
H 1.9105 -1.4485 1.0518
H 3.3628 -2.1479 1.7589
H 2.2041 0.6436 1.9427
H 3.2446 0.0701 3.3302
H 5.3165 -1.3585 2.1002
H -3.2448 -3.7944 1.0716
H -3.9295 -2.4319 -0.1758
H -2.9618 -0.9762 0.6870
H -5.4292 -2.6687 1.8084
H -4.3198 -2.1591 3.1130
H -3.6097 1.1322 2.3950
H -7.2795 0.1695 2.0022
H 0.1657 -1.8986 -0.1538
H -1.3107 -5.8742 0.9676
H 1.9268 -5.1753 -0.2081
C -1.0832 0.6057 -1.5754
Cl -1.6183 1.2426 -0.0223
Cl -2.1511 -0.6692 -2.1300
H -1.0628 1.4083 -2.3117
H -0.0841 0.1887 -1.4545
C 2.8016 -4.5091 -2.8156
Cl 2.8407 -6.1265 -2.0928
Cl 4.3494 -4.1298 -3.5786
H 2.0114 -4.4688 -3.5568
H 2.6118 -3.7820 -2.0329
C 4.5563 -0.0670 -2.9534
Cl 3.1259 -0.7713 -2.1979
Cl 5.9614 -1.1281 -2.8212
H 4.3497 0.0926 -4.0043
H 4.7786 0.8766 -2.4669
C 1.7788 -2.5441 -6.0237
Cl 1.2076 -1.8862 -4.4925
Cl 0.7116 -3.8352 -6.5909
H 1.8017 -1.7483 -6.7620
H 2.7743 -2.9505 -5.8846
C -2.5915 -5.6331 -4.0354
Cl -2.3486 -6.7194 -5.4186
Cl -2.9894 -3.9958 -4.5536
H -3.4060 -6.0150 -3.4309
H -1.6776 -5.5989 -3.4496
C -0.7416 -5.8399 5.3424
Cl -2.1585 -5.2583 4.4673
Cl 0.6056 -4.6979 5.2242
H -1.0011 -5.9629 6.3882
H -0.4303 -6.7890 4.9201
C -5.5240 3.8182 2.8342
Cl -6.5291 2.6011 2.0554
Cl -6.0519 5.4677 2.4480
H -5.5761 3.6794 3.9083
H -4.5029 3.6927 2.4922
C 3.1676 4.3402 0.1854
Cl 1.8119 3.2569 -0.1230
Cl 2.7404 5.5556 1.4069
H 4.0097 3.7563 0.5463
H 3.4304 4.8440 -0.7360
C -8.1052 -4.1057 2.3064
Cl -6.5143 -4.6233 2.8894
Cl -7.9776 -3.0331 0.9072
H -8.6669 -4.9867 2.0184
H -8.6170 -3.5809 3.1065
C 4.5911 8.7566 1.8724
Cl 6.0510 8.0959 2.6171
Cl 4.9752 9.7861 0.4883
H 3.9715 7.9362 1.5306
H 4.0592 9.3469 2.6082
C -8.4415 -8.1306 3.8797
Cl -8.7313 -9.4781 2.7729
Cl -9.3320 -6.6840 3.3941
H -8.7623 -8.4201 4.8741
H -7.3818 -7.8986 3.8808
C 3.6324 -6.3909 -6.9097
Cl 5.1107 -6.9561 -6.1232
Cl 3.8219 -4.7613 -7.5671
H 3.3904 -7.0664 -7.7222
H 2.8281 -6.3798 -6.1811
C 0.7324 8.9612 3.8296
Cl 1.8305 10.3181 4.1175
Cl 1.5991 7.4252 3.7018
H 0.0351 8.8985 4.6574
H 0.1965 9.1370 2.9033
C 0.7711 2.1231 -5.2490
Cl -0.6035 1.4054 -4.4136
Cl 2.1867 1.0767 -5.1084
H 0.5214 2.2529 -6.2964
H 1.0024 3.0825 -4.7989
C -1.4102 5.0045 1.8261
Cl -2.2981 4.6193 0.3510
Cl -1.7118 3.8044 3.0934
H -0.3477 5.0164 1.6023
H -1.7286 5.9778 2.1839
C 3.4130 8.5645 -2.5660
Cl 2.5291 8.1966 -4.0504
Cl 3.0935 7.3738 -1.2996
H 4.4749 8.5652 -2.7843
H 3.1070 9.5415 -2.2093
C 6.3567 10.4502 -5.1766
Cl 5.8558 11.0764 -3.5995
Cl 5.2296 9.2337 -5.7867
H 6.3962 11.2738 -5.8806
H 7.3374 9.9990 -5.0760
*
```

The calculation puts the HOMO energy at -4.745 eV. The calculation puts the total energy at -18882.69010 a.u. The HOMO-LUMO gap comes out at 0.229 Eh.

Here are the Löwdin charges for atoms 1 to 5, given in e: -0.065, -0.474, -0.199, -0.180, -0.179

[3]
ORCA calculation (ωB97M-V with the def2-TZVPD basis set) on C25H56ClN2O7Y as an isolated structure.

The geometry in ORCA input format:
```
! wB97M-V def2-TZVPD RIJCOSX def2/J DEFGRID3
* xyz 0 1
Y 0.1410 0.0828 0.4920
C -1.4434 -1.5604 4.2230
C -1.4173 -2.7713 3.2556
C -2.0436 -3.9386 4.0668
C -2.2738 -5.1884 3.2494
C -3.1416 -4.7905 2.0763
C -2.6161 -3.5938 1.2267
N -2.1840 -2.4436 2.0554
O -1.6298 -1.3399 1.3365
C -3.8132 -3.0778 0.3774
C -1.6423 -4.1918 0.1745
C 0.0882 -3.2114 3.0618
H -1.2097 -1.8163 5.2597
H -2.4061 -1.0529 4.1443
H -0.7052 -0.7622 4.0858
H -2.9767 -3.6555 4.5618
H -1.3439 -4.0670 4.8958
H -2.8498 -5.9428 3.7887
H -1.3147 -5.6157 2.9560
H -4.1668 -4.5192 2.3408
H -3.2583 -5.6277 1.3857
H -4.4618 -2.5526 1.0840
H -4.4536 -3.8477 -0.0577
H -3.5162 -2.3832 -0.4044
H -2.2495 -4.8686 -0.4295
H -0.8198 -4.7555 0.6200
H -1.1824 -3.5067 -0.5377
H 0.7352 -3.4906 3.8926
H 0.5557 -2.6171 2.2739
H 0.0488 -4.1328 2.4705
C 1.2974 4.3578 0.1952
C 1.6550 4.0367 -1.2797
C 3.1242 4.5174 -1.4768
C 3.6462 4.2230 -2.8845
C 3.4667 2.7762 -3.3068
C 2.0996 2.0712 -2.8751
N 1.5953 2.6143 -1.6136
O 0.3943 1.9854 -1.1790
C 2.4779 0.5984 -2.7969
C 1.1908 2.3411 -4.1335
C 0.7749 4.9720 -2.1310
H 0.2251 4.4262 0.3789
H 1.6832 5.3271 0.5136
H 1.7860 3.5701 0.7721
H 3.7466 3.8674 -0.8518
H 3.1759 5.5725 -1.2144
H 4.7170 4.4323 -2.8775
H 3.1027 4.9266 -3.5182
H 4.3527 2.2274 -2.9739
H 3.6282 2.7570 -4.3869
H 1.7147 -0.0911 -2.4410
H 3.2758 0.6173 -2.0473
H 2.9897 0.2186 -3.6810
H 1.6400 1.8660 -5.0053
H 1.1183 3.4094 -4.3290
H 0.2048 1.9065 -3.9619
H 0.7429 5.9397 -1.6272
H -0.2663 4.6600 -2.2387
H 1.1278 5.0598 -3.1575
Cl 1.5364 -2.1853 -0.4864
C -2.7172 -1.4259 -2.8745
C -1.1742 -1.4911 -2.6416
C -0.4865 -1.2768 -3.9923
O -0.8894 -0.3950 -1.7679
H -2.8756 -0.5669 -3.5327
H -3.4270 -1.3409 -2.0544
H -3.0618 -2.2752 -3.4712
H -0.8049 -2.4552 -2.3020
H -0.4484 -0.2782 -4.4417
H -0.9285 -1.8544 -4.8052
H 0.5797 -1.4875 -3.8872
H -0.7586 0.3850 -2.3263
C 2.7375 -0.1827 2.6838
C 3.4082 0.4074 1.4456
O 2.4317 1.0322 0.6478
O 1.2944 -0.4718 2.5229
H 2.6963 0.5154 3.5222
H 3.1114 -1.1654 2.9666
H 3.7187 -0.4186 0.7963
H 4.2629 1.0492 1.6561
H 2.8198 1.7904 0.1879
H 1.1337 -1.2342 3.0897
C -2.1334 2.3219 1.2501
C -1.3191 2.0956 2.5375
O 0.0511 1.9001 2.2459
O -1.8481 1.3031 0.3224
H -1.8579 3.2470 0.7337
H -3.1921 2.3630 1.5157
H -1.6773 1.1616 2.9822
H -1.3044 2.9114 3.2601
H 0.4370 2.5630 2.8177
H -2.4510 1.5111 -0.3979
*
```

The calculation puts the HOMO energy at -6.396 eV. The calculation puts the total energy at -2120.84850 a.u. The HOMO-LUMO gap comes out at 0.231 Eh.

Here are the Löwdin charges for atoms 1 to 5, given in e: 1.504, -0.050, -0.477, -0.160, -0.183

[4]
ORCA calculation (ωB97M-V with the def2-TZVPD basis set) on a 8-piece molecular cluster, C25H56N8O7 overall.

The geometry in ORCA input format:
```
! wB97M-V def2-TZVPD RIJCOSX def2/J DEFGRID3
* xyz 0 1
C -18.2896 1.7109 6.5980
C -18.6135 3.0552 7.2577
C -17.6333 3.4455 8.3900
C -16.2544 3.4867 7.8763
N -15.1635 3.5193 7.5019
H -19.0391 1.4527 5.8392
H -18.3752 0.8623 7.2405
H -17.3120 1.7886 6.2090
H -19.6056 3.1033 7.7231
H -18.6070 3.8729 6.4664
H -17.7788 2.6864 9.1432
H -17.9965 4.4074 8.7728
C -23.7402 8.6154 4.6261
O -23.2428 9.6532 4.9226
N -23.6847 7.9864 3.4383
C -24.3420 6.6851 3.2745
C -22.8901 8.4074 2.3697
H -24.5082 8.1148 5.2890
H -24.4151 6.1347 4.2477
H -23.7333 6.0150 2.6738
H -25.3635 6.6526 2.7841
H -23.4968 8.4978 1.5087
H -22.5091 9.4057 2.5927
H -22.1008 7.6156 2.1931
C -22.2717 9.9013 8.7804
O -22.8480 9.0603 9.4814
N -22.8603 10.8793 8.0936
C -22.0375 11.8211 7.2124
C -24.2671 10.8179 7.6368
H -21.1854 9.8649 8.7128
H -21.8908 11.4137 6.2132
H -21.0491 12.0398 7.6125
H -22.6660 12.7240 7.0854
H -24.8595 11.7226 7.8381
H -24.2036 10.6190 6.5576
H -24.7468 10.0109 8.1153
C -26.4089 5.6218 9.3366
O -27.2439 5.5559 8.5258
N -25.9514 6.7130 9.9960
C -24.9615 6.6317 11.1123
C -26.5547 8.0013 9.6152
H -25.8889 4.6483 9.6978
H -23.9373 6.8247 10.8400
H -25.0956 5.6298 11.4293
H -25.3021 7.3352 11.8774
H -27.2725 7.9414 8.7791
H -27.1585 8.3807 10.4267
H -25.7742 8.7496 9.4762
C -17.2563 6.2692 11.8382
O -16.1591 6.0146 12.2681
N -18.0470 7.2077 12.3831
C -19.3998 7.3804 11.9423
C -17.8418 7.7581 13.7122
H -17.6673 5.8363 10.8225
H -20.1419 6.9660 12.5959
H -19.4300 6.8641 11.0029
H -19.6207 8.4182 11.7736
H -17.6291 8.8340 13.6994
H -18.7489 7.6603 14.3908
H -16.9338 7.2319 14.0502
C -19.2638 11.3068 5.4933
O -18.9652 12.3144 6.1256
N -18.8507 10.0360 5.7747
C -17.8476 9.8198 6.8636
C -19.0212 8.9657 4.8399
H -19.9559 11.4341 4.6289
H -16.8073 10.0675 6.5968
H -17.9168 8.7628 7.1620
H -18.1456 10.4730 7.6701
H -18.0896 8.7484 4.3045
H -19.4570 8.0533 5.2339
H -19.7391 9.2337 4.0910
C -21.0403 5.9942 8.4997
O -19.8506 5.6614 8.5549
N -21.7979 5.8329 7.4127
C -23.1421 6.2780 7.3534
C -21.2424 5.2264 6.1672
H -21.5766 6.4704 9.3330
H -23.3456 6.5610 6.3071
H -23.3881 7.1096 7.9865
H -23.8769 5.4924 7.5465
H -20.1693 5.2241 6.2330
H -21.7519 4.2820 6.0507
H -21.5498 5.8919 5.3469
C -20.2670 4.3902 2.9420
O -21.3511 4.8973 2.7269
N -19.0648 4.8458 2.4258
C -17.7946 4.1924 2.7288
C -18.9708 6.0693 1.6249
H -20.1511 3.5304 3.6563
H -17.3330 3.8489 1.7875
H -18.0330 3.3542 3.3571
H -17.0491 4.7881 3.2660
H -18.4591 6.9119 2.0314
H -18.4479 5.7427 0.7446
H -19.9300 6.3835 1.3305
*
```

The calculation puts the HOMO energy at -9.246 eV. The calculation puts the total energy at -1950.84076 a.u. The relative energy (zero: lowest compared OMol25 entry of this formula, charge and spin) is 14.40 kcal per mole. The HOMO-LUMO gap comes out at 0.351 Eh.

Here are the Löwdin charges for atoms 1 to 5, given in e: -0.099, -0.270, -0.181, -0.226, 0.138